(1)
The following is a DFT calculation (ωB97M-V/def2-TZVPD) of C13H24BF4N2OReSi as an isolated structure.

Summary:
multiplicity = 2
charge = +1
orbital gap (alpha / beta) = 0.306 / 0.293 Eh
LUMO (alpha / beta) = -3.762 / -4.243 eV

CARTESIAN COORDINATES (ANGSTROEM)
1 Re 1.24121 0.14692 -0.32913
2 C 2.09089 1.15278 3.10237
3 C 1.00507 0.15690 2.87430
4 C 0.28933 -0.46596 3.88806
5 C -0.67072 -1.41897 3.57368
6 C -0.93681 -1.78669 2.25760
7 C -0.20170 -1.13586 1.29279
8 N 0.71159 -0.18665 1.61420
9 N -0.11157 -1.21792 -0.09309
10 Si -0.93116 -2.33810 -1.23407
11 C -0.25800 -1.88392 -2.90194
12 C -0.47618 -4.06870 -0.73648
13 C -2.75534 -2.00097 -1.10100
14 H 2.19227 1.37852 4.16040
15 H 1.88280 2.07574 2.56093
16 H 3.03943 0.75913 2.73291
17 H 0.49728 -0.21027 4.91644
18 H -1.21764 -1.90030 4.37405
19 H -1.66563 -2.54307 2.00830
20 H 0.81576 -2.06388 -2.98565
21 H -0.45596 -0.84065 -3.15788
22 H -0.74762 -2.50318 -3.65813
23 H 0.60477 -4.21399 -0.78699
24 H -0.93890 -4.79236 -1.41103
25 H -0.80312 -4.31487 0.27556
26 H -2.97779 -0.96779 -1.37532
27 H -3.14134 -2.17437 -0.09454
28 H -3.31400 -2.65052 -1.77826
29 C -0.34065 3.75897 -1.67862
30 C -0.51019 2.67597 -0.63080
31 C -0.19837 3.18331 0.76321
32 C -1.87356 2.01443 -0.70539
33 O 0.47935 1.64074 -0.98925
34 H -1.06604 4.55387 -1.50537
35 H -0.50334 3.35314 -2.67645
36 H 0.66032 4.18695 -1.63203
37 H -0.88075 3.99564 1.01350
38 H 0.82052 3.56980 0.81216
39 H -0.32801 2.39589 1.50717
40 H -2.64859 2.74744 -0.48094
41 H -1.95257 1.20232 0.02104
42 H -2.05443 1.61668 -1.70427
43 F 3.05322 -0.32301 -0.08750
44 B 3.67407 -0.15319 -2.47700
45 F 4.71495 0.62679 -2.43694
46 F 2.44094 0.41345 -2.48030
47 F 3.74620 -1.45022 -2.62028

Atom charges from the Löwdin analysis, given in e for atoms 1 to 8: Re 1.70; C 0.00; C -0.28; C 0.00; C -0.01; C 0.02; C -0.38; N -0.03

***

(2)
The following is a DFT calculation (ωB97M-V/def2-TZVPD) of C13H24ClEuI2N2P2 as an isolated structure at a distorted geometry.

Summary:
multiplicity = 7
charge = +2
orbital gap (alpha / beta) = 0.202 / 0.246 Eh
LUMO (alpha / beta) = -8.203 / -7.008 eV

CARTESIAN COORDINATES (ANGSTROEM)
1 I -0.00270 -0.46249 -6.86904
2 I -0.00263 2.22143 -7.16649
3 Eu -0.01634 1.32570 -0.71105
4 P -2.48669 1.36111 -0.47840
5 C -3.28988 1.17542 -2.03829
6 C -3.02696 0.03700 0.59589
7 H -4.10569 0.14019 0.69500
8 H -4.10077 2.81722 0.38321
9 H -2.53771 0.11177 1.57707
10 H -2.53073 3.04331 1.23442
11 H -3.01227 0.22327 -2.51469
12 H -2.77869 -0.94047 0.16310
13 C -3.01956 2.89143 0.26167
14 H -4.36036 1.19941 -1.84180
15 H -2.76883 3.74202 -0.38948
16 H -3.01074 1.99232 -2.72090
17 P 2.45245 1.34618 -0.46203
18 C 3.26681 1.16162 -2.01501
19 C 2.98847 2.87472 0.28684
20 H 2.48750 0.09474 1.59265
21 H 4.05757 0.11535 0.72108
22 H 2.72479 -0.95591 0.17874
23 C 2.97889 0.02013 0.61348
24 H 2.49115 3.02822 1.25486
25 H 4.06805 2.79364 0.41817
26 H 4.33575 1.18199 -1.81076
27 H 2.99502 1.97920 -2.69880
28 H 2.74881 3.72712 -0.36602
29 H 2.98988 0.21034 -2.49332
30 Cl -0.02846 1.65418 1.83027
31 N -0.50514 -3.16141 -0.36188
32 C -0.45016 -1.93031 -0.86868
33 N -0.07956 -1.04345 0.05042
34 C 0.12182 -1.73108 1.26471
35 C 0.50555 -1.37137 2.55738
36 C 0.58535 -2.35661 3.52859
37 C 0.29967 -3.68055 3.24041
38 C -0.07632 -4.07035 1.95752
39 C -0.14769 -3.07964 1.01025
40 H -0.75899 -4.04713 -0.80861
41 H -0.68907 -1.70189 -1.88899
42 H 0.74562 -0.35098 2.84147
43 H 0.88368 -2.06522 4.53922
44 H 0.36739 -4.43445 4.01956
45 H -0.30830 -5.08574 1.68828

Atom charges from the Löwdin analysis, given in e for atoms 1 to 8: I -0.01; I 0.01; Eu 1.41; P 0.51; C -0.26; C -0.25; H 0.07; H 0.07

***

Result set for electronic energy: -40454.0520, -83466.2535 eV, one per record in the order listed.
Result set for energy above the lowest of the compared OMol25 structures with the same formula, charge and spin: 0.00, 0.00 kJ/mol, one per record in the order listed.